ORCA calculation (ωB97M-V/def2-TZVPD) on C2H3N3O3 as an isolated structure.

Calculated values
Energy relative to the best compared isomer or geometry (same formula, charge and spin) ... 195.6 kcal/mol

Last column: natural (NBO) charge in e.
Cartesian coordinates (Å):
C 0.195 -0.384 0.282  0.5693
C -1.964 -0.036 0.022  0.1220
H 3.333 -0.435 -0.551  0.4737
H -3.109 0.228 -0.319  0.2600
H 0.893 2.116 0.152  0.5155
N 1.363 0.040 0.148  -0.2268
N -1.816 -1.265 -0.197  -0.0782
N -0.794 0.544 0.693  -0.1426
O 2.395 -0.961 0.031  -0.5566
O -0.492 -1.495 0.053  -0.3412
O -0.002 1.648 -0.313  -0.5950

=====

ORCA calculation (ωB97M-V/def2-TZVPD) on a 2-piece molecular cluster, C4H15N2O overall.

Calculated values
Multiplicity ... 2
Energy relative to the best compared isomer or geometry (same formula, charge and spin) ... 40.5 kcal/mol
⟨S²⟩ ... 0.751

Last column: Mulliken spin population.
Cartesian coordinates (Å):
C 0.724 1.317 -0.546  0.7061
C 0.120 0.069 -1.170  -0.0506
C -0.186 -1.098 -0.240  0.2022
C 1.088 -1.798 0.270  0.0590
N 1.443 -3.008 -0.476  -0.0045
N -0.058 1.893 0.590  1.1308
H 1.721 1.079 -0.172  -0.0251
H 0.996 2.093 -1.252  0.1044
H 0.811 -0.278 -1.937  0.0643
H -0.722 0.382 -1.768  -0.2113
H -0.750 -0.708 0.606  -0.1055
H -0.844 -1.809 -0.709  0.0163
H 0.871 -2.150 1.277  -0.0837
H 1.963 -1.184 0.166  0.0193
H 0.924 -3.840 -0.265  0.0032
H 1.878 -2.985 -1.380  -0.0005
H -0.737 1.267 0.993  0.0086
H -0.662 2.658 0.231  -0.3342
H 0.655 2.223 1.315  -0.6472
H -3.600 1.619 0.964  -0.0568
H -2.849 2.233 2.223  -0.0874
O -2.786 2.024 1.280  0.2926

=====

ORCA calculation (ωB97M-V/def2-TZVPD) on an isolated ion of composition C14H17N2O2S2 and charge -1.

Calculated values
DFT total energy ... -1599.9227 Ha
Charge ... -1

Last column: natural (NBO) charge in e.
Cartesian coordinates (Å):
C -1.132 -2.193 2.575  -0.3982
C -2.024 -0.995 2.279  -0.4005
C -2.377 -0.883 0.803  -0.2514
N -1.233 -1.036 -0.092  -0.4474
C -1.405 -0.696 -1.403  -0.1145
S -2.699 0.416 -1.796  0.1744
S -0.388 -1.153 -2.623  -0.1793
C -0.236 -2.074 0.196  -0.2267
C 0.105 -2.188 1.681  -0.4039
H -0.826 -2.162 3.625  0.1974
H -1.696 -3.119 2.421  0.1967
H -2.964 -1.069 2.836  0.2067
H -1.536 -0.064 2.592  0.1904
H -3.146 -1.638 0.561  0.2173
H -2.832 0.107 0.622  0.2353
H -0.591 -3.054 -0.177  0.1927
H 0.679 -1.836 -0.371  0.2366
H 0.759 -1.354 1.966  0.1925
H 0.677 -3.110 1.828  0.2058
C -4.167 -0.423 -3.611  -0.4913
C -4.112 -0.844 -2.226  -0.1756
N -3.699 -2.307 -2.070  0.5179
O -3.857 -2.828 -0.950  -0.4265
O -3.230 -2.870 -3.064  -0.3365
C -4.892 0.700 -4.092  -0.0150
C -4.658 1.156 -5.422  -0.2505
C -5.142 2.385 -5.844  -0.2077
C -5.945 3.161 -4.990  -0.3450
C -6.281 2.676 -3.716  -0.1969
C -5.787 1.455 -3.267  -0.3051
H -3.669 -1.064 -4.330  0.2319
H -4.989 -0.658 -1.592  0.2273
H -4.028 0.531 -6.064  0.1968
H -4.885 2.750 -6.839  0.1913
H -6.302 4.135 -5.319  0.1882
H -6.923 3.263 -3.063  0.1893
H -6.049 1.068 -2.282  0.1836

=====

ORCA calculation (ωB97M-V/def2-TZVPD) on C21H41Br18N5O5 as an isolated structure.

Calculated values
DFT total energy ... -47807.0030 Ha

Last column: Löwdin charge in e.
Cartesian coordinates (Å):
C -0.797 1.455 4.688  0.0047
C -0.651 0.544 5.887  -0.5398
O 0.223 0.487 6.726  0.0428
N -1.784 -0.208 6.069  -0.0012
C -1.818 -1.154 7.181  -0.0619
H -0.811 0.928 3.707  0.0773
H 0.009 2.172 4.661  0.0774
H -1.715 1.991 4.810  0.0662
H -2.427 -0.381 5.324  0.0655
H -1.362 -2.059 6.862  0.0552
H -2.888 -1.251 7.462  0.0925
H -1.145 -0.767 7.951  0.0817
C -5.449 0.776 4.987  0.0148
C -4.453 0.491 3.858  -0.5571
O -3.749 -0.474 3.933  0.0191
N -4.380 1.386 2.860  0.0192
C -3.570 1.313 1.641  -0.0842
H -5.019 1.426 5.738  0.0783
H -5.691 -0.172 5.465  0.0852
H -6.334 1.339 4.606  0.0888
H -4.988 2.146 2.965  0.1109
H -2.929 2.214 1.601  0.0842
H -4.151 1.394 0.696  0.0576
H -3.001 0.389 1.813  0.0849
C 0.586 -1.170 -2.208  -0.0290
C 1.073 0.011 -1.397  -0.5955
O 1.708 0.985 -1.820  -0.0674
N 0.814 -0.043 -0.067  -0.0006
C 1.349 0.875 0.947  -0.0585
H 1.273 -1.996 -2.047  0.0271
H 0.662 -0.953 -3.284  0.0411
H -0.379 -1.519 -1.932  0.0577
H 0.351 -0.864 0.257  0.0743
H 1.341 1.851 0.486  0.0563
H 2.393 0.564 1.224  0.0360
H 0.722 0.780 1.863  0.0800
C 1.793 4.263 -3.659  -0.0607
C 2.094 5.473 -2.838  -0.4711
O 2.823 6.396 -3.345  -0.0270
N 1.636 5.512 -1.527  0.0092
C 0.757 4.524 -0.918  -0.0858
H 0.755 4.157 -3.958  0.0430
H 1.870 3.333 -3.075  0.0535
H 2.494 4.311 -4.489  0.0672
H 1.801 6.364 -1.008  0.1325
H 0.648 4.721 0.158  0.0913
H 1.155 3.537 -1.142  0.0488
H -0.261 4.529 -1.321  0.0786
C -0.767 -4.471 -0.006  0.0066
C -1.140 -3.592 1.172  -0.5456
O -0.688 -2.444 1.305  -0.0246
N -2.000 -4.119 2.038  0.0363
C -2.555 -3.356 3.182  -0.0553
H -1.131 -4.023 -0.931  0.0810
H -1.254 -5.423 0.101  0.0710
H 0.335 -4.529 -0.082  0.0261
H -2.184 -5.104 2.006  0.1328
H -2.663 -2.307 3.059  0.0422
H -2.005 -3.618 4.091  0.0383
H -3.574 -3.752 3.386  0.0946
C 4.655 0.041 -1.581  -1.6405
Br 4.632 1.832 -0.930  0.6198
Br 4.019 -1.180 -0.269  0.6229
Br 6.506 -0.412 -1.824  0.5636
H 4.088 -0.059 -2.489  -0.0975
C 4.967 1.116 -6.292  -1.5798
Br 3.762 1.297 -4.803  0.6053
Br 4.040 1.482 -7.908  0.5978
Br 5.736 -0.676 -6.173  0.5413
H 5.769 1.829 -6.100  -0.0111
C 1.858 -3.113 2.894  -1.6491
Br 3.222 -1.937 3.472  0.6044
Br 0.907 -3.663 4.439  0.6317
Br 2.618 -4.679 2.053  0.5724
H 1.265 -2.653 2.116  -0.0560
C -1.841 0.941 -3.363  -1.6228
Br -2.318 2.616 -4.203  0.5757
Br -2.819 -0.517 -4.179  0.5734
Br -2.253 1.118 -1.534  0.6648
H -0.780 0.726 -3.427  -0.0529
C -0.246 1.065 -7.186  -1.5104
Br 0.505 -0.489 -6.267  0.5071
Br 0.345 0.838 -9.075  0.5054
Br 0.619 2.625 -6.511  0.5690
H -1.342 1.066 -7.098  -0.0087
C 2.348 -4.544 -4.021  -1.5858
Br 2.570 -4.638 -2.088  0.5536
Br 3.179 -3.028 -4.633  0.6191
Br 0.395 -4.333 -4.360  0.5105
H 2.641 -5.560 -4.374  0.0100

=====

ORCA calculation (ωB97M-V/def2-TZVPD) on an isolated molecule of C3H7NSSi.

Calculated values
Energy relative to the best compared isomer or geometry (same formula, charge and spin) ... 24.3 kcal/mol

Last column: natural (NBO) charge in e.
Cartesian coordinates (Å):
C -1.105 2.138 0.597  0.3046
C -1.878 -0.272 0.283  -0.2439
C -0.599 -1.115 -0.170  -0.5319
N -1.544 1.053 0.484  -0.5370
Si 2.307 0.616 -0.243  0.7734
S 0.754 -0.610 0.943  -0.2084
H -2.545 -0.345 -0.500  0.2222
H -2.270 -0.686 1.279  0.2298
H -0.770 -2.195 0.153  0.2328
H -0.254 -1.274 -1.186  0.2384
H 2.326 -0.116 -1.454  -0.1803
H 3.415 0.720 0.647  -0.1518
H 2.164 2.085 -0.835  -0.1482

=====

ORCA calculation (ωB97M-V/def2-TZVPD) on C23H20BrClPPr as an isolated structure.

Calculated values
DFT total energy ... -4781.1552 Ha
Multiplicity ... 3
⟨S²⟩ ... 2.003

Last column: Mulliken spin population.
Cartesian coordinates (Å):
C -3.869 2.908 1.533  -0.0070
C -3.622 1.970 0.488  -0.0003
C -3.616 0.655 1.060  -0.0027
H -3.567 2.229 -0.575  0.0000
C -3.866 0.791 2.470  0.0017
C -4.019 2.186 2.755  -0.0080
H -4.276 2.629 3.719  0.0007
H -4.016 3.983 1.397  0.0005
H -3.470 -0.282 0.510  0.0011
H -3.945 -0.014 3.197  0.0007
Pr -1.342 1.655 2.096  2.0324
Cl -0.695 -0.103 3.840  -0.0084
P 0.284 -0.006 0.201  0.0068
C -0.128 -1.722 -0.272  -0.0031
C -0.007 -2.189 -1.590  -0.0005
H 0.273 -1.509 -2.395  0.0000
C -0.229 -3.538 -1.875  0.0001
H -0.112 -3.887 -2.900  0.0000
C -0.597 -4.422 -0.857  -0.0001
H -0.775 -5.472 -1.087  0.0000
C -0.745 -3.952 0.455  0.0005
H -1.024 -4.646 1.249  0.0000
C -0.534 -2.607 0.750  0.0004
H -0.663 -2.226 1.767  -0.0013
C 0.440 0.794 -1.438  -0.0034
C -0.747 1.217 -2.075  0.0006
H -1.711 1.067 -1.582  -0.0008
C -0.682 1.799 -3.336  0.0003
H -1.600 2.129 -3.827  0.0000
C 0.550 1.955 -3.985  -0.0002
H 0.596 2.411 -4.972  0.0000
C 1.725 1.525 -3.356  0.0001
H 2.688 1.623 -3.853  0.0000
C 1.673 0.962 -2.079  -0.0002
H 2.595 0.639 -1.590  0.0000
C 2.038 -0.166 0.728  -0.0052
C 2.791 -1.325 0.491  0.0000
H 2.331 -2.194 0.018  0.0000
C 4.142 -1.369 0.849  0.0001
H 4.718 -2.266 0.630  0.0000
C 4.740 -0.273 1.480  0.0000
H 5.790 -0.315 1.765  0.0000
C 3.981 0.873 1.747  0.0020
H 4.446 1.728 2.240  0.0000
C 2.638 0.936 1.381  0.0043
H 2.053 1.837 1.596  -0.0020
Br -0.635 3.980 3.229  -0.0090

=====

The evaluated max |F| for the records listed, in turn: 0.1153 0.0418 0.0590 0.0788 0.0603 0.0215 Eh/bohr.